The following is a quantum chemistry calculation of a structure of composition C41H62FI2N5O11P3 in a non-equilibrium geometry, from the Open Molecules 2025 dataset.

Geometry (Å):
C (3.75, 1.78, 0.05)
C (3.65, 1.48, -1.55)
P (2.14, 0.56, -2.10)
C (2.71, -0.92, -3.12)
C (2.25, -2.37, -2.51)
C (0.80, 1.62, -3.03)
P (1.69, 1.83, -4.69)
O (3.38, 1.78, -4.65)
O (1.26, 3.21, -5.57)
C (0.49, 3.12, -2.39)
C (0.27, 3.18, -0.77)
C (-0.12, 4.65, -0.21)
C (-1.53, 4.64, 0.61)
C (-1.52, 3.66, 1.87)
O (-2.83, 3.82, 2.54)
C (-3.88, 3.19, 1.78)
P (1.86, 4.45, -2.57)
N (2.83, 4.58, -1.31)
C (-1.01, 3.48, -2.99)
C (-1.17, 4.55, -4.14)
I (-2.02, 4.04, -6.05)
C (-2.01, 5.84, -3.56)
C (-3.57, 5.59, -3.39)
I (-1.62, 7.57, -4.89)
C (-1.65, 1.98, -3.05)
C (-3.14, 1.80, -3.60)
C (-4.10, 0.79, -2.84)
C (-5.59, 0.73, -3.49)
O (-6.33, 1.96, -3.33)
C (-7.55, 1.75, -4.14)
N (-0.56, 0.94, -3.28)
C (-0.73, 0.01, -2.07)
C (-0.67, -0.07, -4.37)
C (-1.16, 0.33, -5.81)
O (-0.61, 0.98, -6.70)
F (-2.45, -0.21, -6.23)
H (2.77, 1.38, 0.51)
H (3.97, 2.87, 0.29)
H (4.59, 1.14, 0.53)
H (3.89, 2.38, -2.20)
H (4.55, 0.77, -1.74)
H (2.47, -0.89, -4.24)
H (3.86, -0.94, -3.05)
H (1.17, -2.63, -2.75)
H (2.52, -2.41, -1.40)
H (2.90, -3.13, -3.08)
H (3.76, 2.17, -5.46)
H (1.28, 2.95, -6.51)
H (-0.55, 2.49, -0.39)
H (1.22, 2.88, -0.20)
H (0.67, 4.97, 0.58)
H (-0.26, 5.45, -1.02)
H (-1.67, 5.73, 0.95)
H (-2.37, 4.44, -0.15)
H (-0.73, 3.95, 2.63)
H (-1.48, 2.56, 1.55)
H (-4.72, 3.94, 1.52)
H (-4.40, 2.35, 2.38)
H (-3.54, 2.76, 0.76)
H (1.15, 5.69, -2.72)
H (2.67, 4.29, -3.74)
H (3.79, 4.43, -1.67)
H (-1.75, 3.90, -2.20)
H (-0.15, 5.03, -4.40)
H (-1.60, 6.17, -2.54)
H (-4.03, 6.57, -2.99)
H (-3.76, 4.82, -2.54)
H (-4.15, 5.33, -4.33)
H (-1.88, 1.84, -1.92)
H (-3.26, 1.63, -4.72)
H (-3.63, 2.84, -3.43)
H (-4.14, 0.93, -1.70)
H (-3.68, -0.28, -3.03)
H (-5.49, 0.36, -4.58)
H (-6.12, -0.14, -2.93)
H (-7.19, 1.58, -5.22)
H (-7.99, 0.73, -3.80)
H (-8.29, 2.60, -4.03)
H (-0.45, 0.48, -1.08)
H (-1.83, -0.32, -1.94)
H (-0.18, -1.00, -2.22)
H (0.32, -0.67, -4.51)
H (-1.41, -0.88, -3.99)
C (2.00, -0.18, 5.50)
C (0.67, -0.11, 5.90)
C (-0.35, -0.05, 4.95)
C (-0.01, -0.08, 3.59)
C (1.32, -0.14, 3.18)
C (2.32, -0.19, 4.14)
N (-1.08, -0.05, 2.59)
O (-2.23, 0.03, 2.98)
O (-0.75, -0.10, 1.41)
H (2.78, -0.22, 6.24)
H (0.42, -0.10, 6.95)
H (-1.38, 0.00, 5.27)
H (1.59, -0.15, 2.13)
H (3.36, -0.24, 3.84)
C (-2.53, -4.92, 4.95)
C (-2.07, -3.94, 4.08)
C (-0.86, -4.11, 3.41)
C (-0.13, -5.28, 3.61)
C (-0.57, -6.26, 4.49)
C (-1.78, -6.08, 5.16)
N (1.13, -5.47, 2.89)
O (1.50, -4.58, 2.14)
O (1.73, -6.52, 3.07)
H (-3.47, -4.79, 5.47)
H (-2.65, -3.04, 3.92)
H (-0.52, -3.34, 2.73)
H (0.00, -7.17, 4.66)
H (-2.14, -6.84, 5.85)
C (6.88, -8.24, 4.75)
C (7.08, -8.34, 6.12)
C (6.00, -8.24, 7.00)
C (4.72, -8.04, 6.49)
C (4.51, -7.94, 5.11)
C (5.60, -8.04, 4.25)
N (3.58, -7.96, 7.40)
O (3.81, -8.04, 8.60)
O (2.47, -7.82, 6.91)
H (7.72, -8.33, 4.07)
H (8.08, -8.50, 6.51)
H (6.18, -8.31, 8.07)
H (3.52, -7.78, 4.70)
H (5.44, -7.96, 3.17)

Properties
DFT total energy in eV: -120256.8270
Net charge: +1

Atomic partial charges in e from the Mulliken method, atoms 1 to 99:
1. C -0.378
2. C -0.554
3. P 0.276
4. C -0.707
5. C -1.102
6. C 0.567
7. P -0.230
8. O -0.432
9. O -0.361
10. C -0.290
11. C -0.058
12. C -0.554
13. C -0.110
14. C -0.137
15. O -0.451
16. C -0.194
17. P 0.104
18. N -0.754
19. C 1.836
20. C -1.294
21. I 0.133
22. C -0.190
23. C -0.848
24. I 0.112
25. C 0.013
26. C -0.490
27. C -0.443
28. C -0.826
29. O -0.283
30. C -0.635
31. N 1.487
32. C -1.224
33. C -0.241
34. C -0.044
35. O -0.370
36. F -0.287
37. H -0.268
38. H 0.258
39. H 0.311
40. H 0.381
41. H 0.627
42. H 0.422
43. H 0.537
44. H 0.224
45. H 0.304
46. H 0.411
47. H 0.365
48. H 0.383
49. H -0.630
50. H 0.024
51. H 0.462
52. H 0.189
53. H 0.390
54. H -0.256
55. H 0.336
56. H 0.027
57. H 0.265
58. H 0.231
59. H -0.168
60. H 0.213
61. H 0.129
62. H 0.362
63. H -1.158
64. H 0.686
65. H 0.412
66. H 0.454
67. H 0.159
68. H 0.296
69. H -0.596
70. H 0.372
71. H -0.013
72. H 0.204
73. H 0.228
74. H 0.382
75. H 0.404
76. H 0.279
77. H 0.271
78. H 0.243
79. H 0.090
80. H 0.429
81. H 0.236
82. H 0.411
83. H 0.648
84. C -0.454
85. C -0.579
86. C -0.338
87. C -0.131
88. C -0.094
89. C -0.637
90. N 1.146
91. O -0.615
92. O -0.545
93. H 0.414
94. H 0.416
95. H 0.478
96. H 0.502
97. H 0.431
98. C -0.496
99. C -0.416